Entry 1:
{"formula": "C3H13BrSi3", "method": "the ωB97M-V functional and the def2-TZVPD basis", "largest_force_ev_per_a": 4.43, "orbital_gap_ev": 6.639, "total_energy_ha": -3564.500930, "relative_energy_kcal_mol": 54.3, "homo_ev": -7.754, "elements": ["C", "C", "C", "Si", "Si", "Si", "Br", "H", "H", "H", "H", "H", "H", "H", "H", "H", "H", "H", "H", "H"], "positions_angstrom": [[1.50, -2.35, 1.43], [0.34, -1.96, -1.48], [1.58, 0.36, -0.21], [-1.92, 3.79, 0.20], [-1.45, -0.31, 1.03], [0.54, -1.25, 0.17], [-3.16, -0.68, -0.49], [1.47, -3.37, 0.95], [2.51, -2.09, 1.47], [0.95, -2.58, 2.45], [-0.62, -1.58, -1.96], [1.16, -1.66, -2.06], [0.17, -3.10, -1.52], [0.85, 0.92, -0.60], [1.92, 1.05, 0.58], [2.42, 0.17, -0.79], [-3.41, 3.62, 0.13], [-1.25, 3.51, -1.11], [-1.72, 5.06, 0.90], [-1.88, 2.46, 0.90]]}



Entry 2:
{"formula": "BrH2OPS", "method": "the ωB97M-V functional and the def2-TZVPD basis", "largest_force_ev_per_a": 2.96, "multiplicity": 3, "orbital_gap_ev": [7.064, 7.127], "total_energy_ha": -3389.866983, "relative_energy_kcal_mol": 34.1, "homo_ev": [-6.842, -10.006], "elements": ["O", "P", "S", "Br", "H", "H"], "positions_angstrom": [[0.56, 1.53, 0.62], [-0.56, -0.02, -0.66], [-0.02, -1.72, 0.26], [-2.57, 0.65, -0.05], [1.57, 1.45, 0.42], [1.02, -1.89, -0.58]]}



Entry 3:
{"formula": "C10H12FN", "method": "the ωB97M-V functional and the def2-TZVPD basis", "largest_force_ev_per_a": 4.26, "orbital_gap_ev": 8.050, "total_energy_ha": -542.686086, "relative_energy_kcal_mol": 104.1, "homo_ev": -8.223, "smiles": "CC1(C)C[C@@]12C=CC=C/C2=N\\F", "elements": ["C", "C", "C", "C", "C", "C", "C", "C", "C", "C", "N", "F", "H", "H", "H", "H", "H", "H", "H", "H", "H", "H", "H", "H"], "positions_angstrom": [[-1.04, 1.98, -0.83], [-1.22, 0.67, -0.08], [-1.95, 0.74, 1.30], [-1.44, -0.61, -0.80], [-0.06, -0.33, -0.21], [0.89, -0.06, -1.31], [2.19, -0.33, -1.33], [2.82, -0.77, -0.17], [2.00, -1.21, 0.85], [0.58, -1.10, 0.87], [-0.06, -1.58, 1.87], [0.61, -2.22, 2.90], [-0.10, 2.38, -0.50], [-1.64, 2.78, -0.49], [-1.28, 1.91, -1.89], [-1.73, 1.72, 1.61], [-1.63, -0.04, 2.07], [-3.01, 0.64, 1.30], [-1.97, -1.43, -0.27], [-1.57, -0.79, -1.98], [0.51, 0.02, -2.30], [2.81, -0.02, -2.21], [3.87, -0.86, -0.29], [2.43, -1.49, 1.87]]}



Entry 4:
{"formula": "C22H17N5O3S2", "method": "the ωB97M-V functional and the def2-TZVPD basis", "largest_force_ev_per_a": 2.24, "orbital_gap_ev": 7.092, "total_energy_ha": -2144.369140, "relative_energy_kcal_mol": 80.9, "homo_ev": -7.952, "smiles": "O=C(/C=C/c1ccc(C(=O)Nc2cccc(Nc3ncc(-c4cccnc4)s3)c2)s1)NO", "elements": ["O", "C", "C", "C", "C", "C", "C", "C", "C", "O", "N", "C", "C", "C", "C", "C", "N", "C", "N", "C", "C", "C", "C", "C", "C", "N", "C", "S", "C", "S", "N", "O", "H", "H", "H", "H", "H", "H", "H", "H", "H", "H", "H", "H", "H", "H", "H", "H", "H"], "positions_angstrom": [[-5.82, -1.13, -7.11], [-4.62, -0.87, -7.01], [-4.09, -0.41, -5.72], [-4.78, -0.59, -4.55], [-4.22, -0.14, -3.28], [-3.12, 0.65, -3.11], [-2.80, 0.77, -1.69], [-3.67, 0.15, -0.85], [-3.53, -0.03, 0.58], [-4.44, -0.57, 1.18], [-2.32, 0.32, 1.17], [-1.81, 0.12, 2.43], [-2.47, -0.66, 3.42], [-1.91, -0.77, 4.72], [-0.74, -0.08, 5.03], [-0.07, 0.64, 4.04], [1.09, 1.31, 4.41], [2.32, 1.06, 3.87], [3.30, 1.51, 4.60], [4.52, 1.16, 4.05], [4.51, 0.48, 2.86], [5.70, 0.14, 2.04], [5.54, -0.71, 0.95], [6.68, -1.06, 0.21], [7.92, -0.49, 0.53], [8.07, 0.26, 1.63], [7.00, 0.57, 2.33], [2.84, 0.22, 2.43], [-0.58, 0.72, 2.73], [-4.97, -0.56, -1.74], [-3.78, -0.79, -8.12], [-4.27, -1.01, -9.44], [-3.12, 0.13, -5.76], [-5.72, -1.14, -4.58], [-2.48, 1.07, -3.91], [-1.87, 1.25, -1.38], [-1.70, 0.85, 0.58], [-3.39, -1.19, 3.24], [-2.47, -1.28, 5.46], [-0.29, -0.15, 6.02], [1.13, 1.66, 5.34], [5.42, 1.52, 4.52], [4.53, -1.09, 0.74], [6.59, -1.77, -0.60], [8.79, -0.83, -0.05], [7.13, 1.24, 3.17], [0.02, 1.25, 2.00], [-2.85, -0.42, -8.02], [-5.23, -1.30, -9.35]]}



Entry 5:
{"formula": "C22H41AlClNOP3", "method": "the ωB97M-V functional and the def2-TZVPD basis", "largest_force_ev_per_a": 2.11, "orbital_gap_ev": [2.981, 3.864], "total_energy_ha": -2718.599357, "total_charge": 3, "homo_ev": [-15.567, -15.547], "elements": ["Al", "P", "P", "P", "H", "C", "C", "H", "C", "C", "C", "C", "C", "C", "C", "C", "C", "H", "H", "H", "H", "H", "H", "H", "H", "H", "H", "H", "H", "H", "H", "H", "H", "H", "H", "H", "H", "H", "H", "H", "H", "H", "H", "H", "H", "H", "C", "C", "C", "C", "C", "C", "O", "H", "H", "H", "H", "H", "H", "Cl", "C", "C", "C", "C", "N", "C", "H", "H", "H", "H"], "positions_angstrom": [[-0.03, -0.21, 0.76], [-1.60, -2.04, 1.27], [1.53, -1.14, 2.84], [1.58, -1.85, -0.70], [-0.52, 6.00, -6.30], [-0.59, 5.10, -6.92], [-1.78, 4.56, -7.23], [-2.72, 5.00, -6.87], [-3.18, -1.39, 1.94], [-1.30, -3.51, 2.31], [-2.16, -2.71, -0.33], [3.13, -0.24, 2.89], [0.90, -0.82, 4.53], [2.03, -2.90, 3.00], [1.03, -1.75, -2.44], [1.75, -3.66, -0.49], [3.31, -1.23, -0.81], [0.34, 4.68, -7.30], [-1.86, 3.68, -7.88], [-3.43, -0.45, 1.44], [-3.12, -1.21, 3.02], [-3.99, -2.11, 1.75], [-1.03, -3.21, 3.33], [-0.50, -4.14, 1.91], [-2.23, -4.09, 2.36], [-2.55, -1.89, -0.95], [-2.98, -3.43, -0.14], [-1.36, -3.21, -0.89], [3.65, -0.50, 3.83], [2.91, 0.84, 2.87], [3.76, -0.50, 2.03], [1.63, -1.18, 5.27], [-0.06, -1.33, 4.67], [0.76, 0.26, 4.65], [3.11, -2.95, 3.18], [1.79, -3.46, 2.09], [1.50, -3.36, 3.85], [1.48, -2.56, -3.03], [1.32, -0.78, -2.87], [-0.06, -1.84, -2.47], [1.94, -4.12, -1.47], [0.83, -4.09, -0.08], [2.59, -3.91, 0.17], [3.77, -1.57, -1.74], [3.91, -1.56, 0.05], [3.28, -0.13, -0.80], [-0.48, 1.15, -1.80], [0.67, 1.97, -1.77], [0.97, 2.80, -2.86], [0.19, 2.75, -4.02], [-0.88, 1.85, -4.10], [-1.21, 1.05, -3.02], [-0.92, 0.46, -0.74], [1.46, 0.41, 0.69], [1.31, 1.96, -0.88], [1.82, 3.47, -2.78], [0.43, 3.39, -4.87], [-1.47, 1.78, -5.02], [-2.03, 0.34, -3.03], [-1.29, 5.08, 1.35], [-1.37, 3.55, 2.10], [-2.05, 3.37, 3.31], [-2.06, 2.08, 3.85], [-1.46, 1.03, 3.15], [-0.89, 1.20, 1.94], [-0.77, 2.47, 1.46], [-2.52, 4.22, 3.79], [-2.54, 1.86, 4.81], [-1.45, 0.02, 3.59], [-0.19, 2.63, 0.55]]}



Entry 6:
{"formula": "C2H2N2O2", "method": "the ωB97M-V functional and the def2-TZVPD basis", "largest_force_ev_per_a": 0.59, "orbital_gap_ev": 11.127, "total_energy_ha": -337.258891, "relative_energy_kcal_mol": 103.9, "homo_ev": -10.586, "elements": ["O", "C", "N", "O", "C", "N", "H", "H"], "positions_angstrom": [[-0.34, -0.54, 1.86], [0.07, -0.24, 0.65], [-0.79, 0.30, -0.42], [-0.31, -0.52, -1.58], [0.54, 0.39, -1.01], [1.25, -0.18, 0.14], [-1.31, -0.47, 1.89], [0.90, 1.27, -1.53]]}



Entry 7:
{"formula": "H4N2S2", "method": "the ωB97M-V functional and the def2-TZVPD basis", "largest_force_ev_per_a": 2.70, "multiplicity": 3, "orbital_gap_ev": [9.220, 7.298], "total_energy_ha": -908.193026, "relative_energy_kcal_mol": 0.4, "homo_ev": [-8.685, -8.728], "elements": ["N", "N", "S", "S", "H", "H", "H", "H"], "positions_angstrom": [[-1.83, 1.22, 0.15], [1.65, -1.16, 0.35], [-1.59, -0.33, -0.59], [2.48, -0.02, -0.62], [-1.06, 1.89, 0.19], [-2.70, 1.70, -0.09], [2.34, -1.88, 0.60], [0.72, -1.41, 0.01]]}